(1)
Formula: C27H60ClN3
Source: the OMol25 dataset
Level of theory: the ωB97M-V functional and the def2-TZVPD basis

Last column: Löwdin charge in e.
CARTESIAN COORDINATES (ANGSTROEM)
C  11.8180  4.7735  4.6985  -0.0912
C  11.4662  3.7594  3.5858  -0.1973
C  9.9932  3.1659  3.7976  -0.1057
N  9.5120  2.1943  2.7263  -0.2072
C  9.2303  2.8835  1.3393  -0.1361
C  8.2575  3.9286  1.3907  -0.1997
C  6.8102  3.5831  1.9279  -0.1445
C  6.8443  2.6497  3.1138  -0.1516
C  8.0643  1.6235  3.1754  -0.0504
C  10.5086  1.0057  2.5417  0.0368
H  11.0600  5.5546  4.7569  0.0749
H  12.7850  5.2698  4.6157  0.0822
H  11.8718  4.3151  5.6859  0.0795
H  12.1400  2.9188  3.7519  0.0956
H  11.6289  4.1496  2.5812  0.1061
H  9.3662  4.0570  3.8276  0.1194
H  9.9257  2.5474  4.6926  0.1349
H  10.1505  3.3583  0.9988  0.1350
H  8.7995  2.1861  0.6209  0.1468
H  8.7367  4.7574  1.9119  0.1150
H  8.0583  4.3440  0.4029  0.1376
H  6.2805  4.5261  2.0624  0.1253
H  6.2955  3.0422  1.1338  0.1173
H  6.9487  3.2452  4.0208  0.1056
H  5.9279  2.1006  3.3303  0.1220
H  8.1017  0.9430  4.0260  0.1271
H  7.9208  0.8517  2.4193  0.1106
H  10.6947  0.6092  3.5398  0.1068
H  11.4218  1.3824  2.0811  0.1012
H  10.1202  0.2159  1.8987  0.1040
C  -0.5326  -4.5316  5.1070  -0.0776
C  -1.4341  -4.3079  3.8515  -0.2077
C  -0.7781  -4.9166  2.5789  -0.1293
N  -1.6105  -4.9943  1.2771  -0.2069
C  -0.6507  -5.5167  0.0879  -0.0461
C  -0.1748  -6.9600  0.3732  -0.1560
C  -1.4068  -7.8486  0.4479  -0.1770
C  -2.1794  -7.4151  1.6548  -0.2097
C  -2.6613  -6.0473  1.6269  -0.1267
C  -2.1813  -3.6485  0.7917  0.0345
H  0.5320  -4.4226  4.9000  0.0763
H  -0.5586  -5.5507  5.4928  0.0741
H  -0.8070  -3.8942  5.9476  0.0818
H  -1.5284  -3.2256  3.7640  0.1042
H  -2.4929  -4.5429  3.9605  0.1000
H  -0.4923  -5.9190  2.8977  0.1075
H  0.2005  -4.4657  2.4144  0.1381
H  0.0334  -4.6778  -0.0405  0.1292
H  -1.2589  -5.5317  -0.8164  0.1265
H  0.4653  -6.9340  1.2550  0.1156
H  0.4527  -7.3870  -0.4091  0.1264
H  -0.9660  -8.8453  0.4274  0.1279
H  -2.1025  -7.8539  -0.3911  0.1308
H  -1.6944  -7.6564  2.6007  0.1287
H  -2.9771  -8.1456  1.7892  0.1394
H  -3.1429  -5.7887  2.5700  0.1302
H  -3.3557  -5.8639  0.8069  0.1410
H  -2.6947  -3.8693  -0.1440  0.1033
H  -1.4488  -2.8481  0.6871  0.1162
H  -2.9195  -3.2313  1.4766  0.1052
C  -5.2010  1.3596  -7.3106  -0.0811
C  -6.1997  1.3215  -6.1639  -0.2489
C  -6.6155  2.6296  -5.5268  -0.0895
N  -7.8226  2.5229  -4.5051  -0.2278
C  -8.0392  3.9684  -3.9806  -0.1110
C  -9.2836  4.1211  -3.0948  -0.1506
C  -10.5815  3.4003  -3.5690  -0.1800
C  -10.4148  1.9929  -4.1080  -0.1479
C  -9.1773  2.0600  -5.0635  -0.1074
C  -7.4699  1.5574  -3.2875  0.0757
H  -5.0666  0.3184  -7.6038  0.0814
H  -4.1624  1.5614  -7.0485  0.0830
H  -5.4986  2.0396  -8.1088  0.0863
H  -5.8874  0.6078  -5.4015  0.1131
H  -7.1089  0.8912  -6.5837  0.0991
H  -6.9155  3.4347  -6.1975  0.1351
H  -5.7728  2.9072  -4.8937  0.1374
H  -8.0597  4.5886  -4.8768  0.1260
H  -7.1359  4.3318  -3.4905  0.1394
H  -9.4271  5.1988  -3.1727  0.1193
H  -9.0765  4.0117  -2.0302  0.1145
H  -10.9917  4.0659  -4.3284  0.1186
H  -11.3726  3.4250  -2.8195  0.1203
H  -11.2983  1.8829  -4.7368  0.1223
H  -10.4102  1.1114  -3.4668  0.1153
H  -9.4374  2.7466  -5.8691  0.1372
H  -8.9113  1.1590  -5.6163  0.1140
H  -8.2456  1.7217  -2.5396  0.0957
H  -6.4197  1.7652  -3.0826  0.1124
H  -7.6519  0.5676  -3.7061  0.0976
Cl  -0.7185  3.6289  -1.4580  -0.9993

As for the total charge: +2. As for the energy relative to the best compared isomer or geometry (same formula, charge and spin): 548.3 kJ/mol.


(2)
Formula: C14H16N2O6S
Source: the OMol25 dataset
Level of theory: the ωB97M-V functional and the def2-TZVPD basis

Last column: natural (NBO) charge in e.
CARTESIAN COORDINATES (ANGSTROEM)
O  -1.0820  4.0666  -0.3087  -0.5864
O  -0.6909  0.6046  2.7809  -0.5483
O  -1.7824  -2.5215  -3.9012  -0.5866
O  1.3956  1.4528  -2.9520  -0.9666
O  -0.6402  4.2176  1.9399  -0.6552
O  2.3552  -2.9440  1.3707  -0.7064
C  -0.6452  3.5805  0.7127  0.7615
C  0.4478  0.9534  2.5746  0.6429
C  -2.7305  -1.9045  -3.3179  0.6597
C  0.1905  2.4207  0.5941  -0.0236
C  0.6188  1.8489  -0.5266  -0.0804
C  -1.3336  0.0028  -2.8344  0.0481
C  -1.2735  1.2780  -2.4640  -0.5078
C  1.9507  -1.1916  2.7250  0.0758
C  1.4495  -0.0235  2.2117  -0.1346
N  -2.4904  -0.6708  -2.7022  -0.6083
N  0.9069  1.9180  1.6795  -0.4161
S  0.2597  2.2709  -2.2979  1.2659
C  -4.1107  -2.2220  -3.6931  -0.7254
C  1.5045  -1.8083  4.0412  -0.6563
C  3.0980  -1.8949  2.0271  -0.1018
C  1.6523  0.7671  -0.1836  -0.4799
C  2.0042  0.9937  1.2330  -0.0527
H  -1.0922  5.0579  1.7296  0.4980
H  1.4144  -2.8620  1.6940  0.4716
H  -0.4554  -0.6048  -3.0481  0.2620
H  -2.1262  1.8026  -2.0757  0.2172
H  -3.3444  -0.1358  -2.3575  0.4025
H  -4.1566  -2.9732  -4.4925  0.2640
H  -4.6558  -2.7486  -2.9004  0.2429
H  -4.7952  -1.3348  -3.9014  0.2313
H  1.0503  -0.9962  4.7143  0.2468
H  0.6896  -2.4915  3.7298  0.2288
H  2.3430  -2.3896  4.4137  0.2291
H  3.9090  -2.2457  2.6169  0.1853
H  3.5430  -1.3746  1.1519  0.1831
H  1.1726  -0.1647  -0.3913  0.2399
H  2.5046  0.8142  -0.8975  0.2669
H  2.9453  1.4520  1.3054  0.2131

As for the total charge: 0. As for the energy relative to the best compared isomer or geometry (same formula, charge and spin): 597.3 kJ/mol.


(3)
Formula: C5H9INO3V
Source: the OMol25 dataset
Level of theory: the ωB97M-V functional and the def2-TZVPD basis

Last column: natural (NBO) charge in e.
CARTESIAN COORDINATES (ANGSTROEM)
C  0.0827  1.9065  -2.3299  -0.6332
C  -0.4524  1.2138  -1.0944  -0.3882
C  0.6583  0.6415  -0.1638  -0.2270
I  1.8238  2.1783  0.7241  0.3772
N  0.0217  -0.2567  0.8501  0.0266
O  -0.2144  0.3346  2.0452  -0.4878
C  0.6384  -1.5336  1.0029  -0.3463
C  -0.4524  -2.4111  1.6897  0.7721
O  -1.5842  -2.5803  1.0356  -0.7865
O  -0.2630  -2.9101  2.7368  -0.3550
H  0.4897  1.1993  -3.0453  0.2276
H  0.7590  2.7227  -2.1105  0.2495
H  -0.7726  2.3515  -2.8349  0.2491
H  -1.1063  0.3643  -1.3186  0.1405
H  -1.0230  1.9126  -0.4840  0.2359
H  1.3176  0.0237  -0.7628  0.2457
H  0.5188  0.1769  2.6695  0.5060
H  0.9092  -1.9773  0.0534  0.2625
H  1.4822  -1.4837  1.6895  0.2741
V  -2.8331  -1.8732  -0.3524  1.6572

As for the total charge: +2.


| no. | calculated total energy (eV) |
| --- | --- |
| 1 | -45947.1776 |
| 2 | -40872.8643 |
| 3 | -46724.8414 |